[1]
The following is a DFT calculation (ωB97M-V with the def2-TZVPD basis set) of a molecular structure, C6H13O2.

The calculation puts the LUMO energy at 2.88 eV. The multiplicity is 1. The energy relative to the best compared isomer or geometry (same formula, charge and spin) comes out at 165.9 kcal per mole. Its net charge is -1. For the orbital gap, the calculation gives 5.487 eV.

Atoms and positions in Å:
C  -3.053  -0.333  -0.316
O  -4.086  0.362  0.289
C  -1.906  -0.552  0.741
C  -0.480  -1.065  0.276
C  0.366  0.107  -0.312
C  1.334  0.619  0.555
C  2.160  1.784  0.026
H  -3.221  -1.219  -0.806
H  -2.601  0.235  -1.126
H  -2.287  -1.046  1.635
H  -1.862  0.440  1.304
H  -0.606  -2.013  -0.398
H  0.078  -1.541  1.126
H  -0.244  0.637  -1.043
H  1.541  0.373  1.499
H  2.032  2.703  0.662
H  3.183  1.520  0.036
H  1.908  1.982  -1.030
H  3.478  -1.218  -1.535
H  1.652  -0.285  -0.466
O  2.617  -1.492  -1.117

[2]
The following is a DFT calculation (ωB97M-V with the def2-TZVPD basis set) of a molecular structure, C6H13O2.

The calculation puts the LUMO energy at 3.43 eV. The multiplicity is 1. The energy relative to the best compared isomer or geometry (same formula, charge and spin) comes out at 131.9 kcal per mole. Its net charge is -1. For the orbital gap, the calculation gives 6.519 eV.

Atoms and positions in Å:
C  -1.823  -1.192  0.362
O  -2.686  -0.724  -0.593
C  -0.355  -1.054  -0.065
C  0.072  0.390  -0.259
C  1.527  0.443  -0.880
C  3.787  0.418  0.374
C  2.622  -0.206  -0.061
H  -2.057  -0.673  1.310
H  -1.970  -2.283  0.564
H  -0.292  -1.628  -0.989
H  0.357  -1.540  0.616
H  -0.032  1.044  0.603
H  -0.417  0.960  -1.035
H  1.873  1.461  -1.115
H  1.371  -0.116  -1.811
H  2.733  1.249  0.832
H  4.130  -0.023  1.301
H  2.261  -1.120  0.429
H  -3.334  0.826  -0.034
H  -4.126  2.170  -0.076
O  -3.640  1.598  0.528

[3]
The following is a DFT calculation (ωB97M-V with the def2-TZVPD basis set) of 2 unconnected molecules or ions with the total composition C6H13O2.

The calculation puts the LUMO energy at 3.38 eV. The multiplicity is 1. The energy relative to the best compared isomer or geometry (same formula, charge and spin) comes out at 45.8 kcal per mole. Its net charge is -1. For the orbital gap, the calculation gives 7.082 eV.

Atoms and positions in Å:
C  1.573  -0.774  2.334
C  1.165  0.532  3.043
O  2.167  1.131  3.321
O  -0.029  0.925  3.078
H  2.374  -1.265  2.752
H  1.761  -0.384  1.352
H  0.793  -1.519  2.368
C  -0.464  0.076  -1.077
C  0.353  0.172  -2.342
C  -1.393  1.319  -0.957
C  -1.139  -1.240  -0.814
H  0.383  0.269  -0.209
H  1.144  -0.447  -2.473
H  -2.412  0.823  -1.305
H  -1.639  1.658  0.151
H  -1.123  2.235  -1.459
H  -0.446  -1.878  -0.163
H  -1.948  -1.117  -0.171
H  0.832  1.161  -2.566
H  -0.442  0.071  -3.176
H  -1.510  -1.747  -1.688

[4]
The following is a DFT calculation (ωB97M-V with the def2-TZVPD basis set) of 2 unconnected molecules or ions with the total composition C6H13O2.

The calculation puts the LUMO energy (spin up / spin down) at 6.09 / 5.97 eV. The multiplicity is 2. The energy relative to the best compared isomer or geometry (same formula, charge and spin) comes out at 52.7 kcal per mole. Its net charge is -2. For the orbital gap (spin up / spin down), the calculation gives 2.152 / 7.729 eV.

Atoms and positions in Å:
C  1.061  2.131  -2.765
C  0.446  0.837  -3.250
C  0.978  2.209  -1.138
O  1.723  3.141  -0.655
O  0.236  1.443  -0.506
H  2.052  2.182  -3.161
H  0.547  2.871  -3.147
H  0.083  0.679  -4.233
H  -0.505  0.641  -2.676
H  1.030  -0.040  -2.923
C  -0.628  -1.569  1.634
C  0.565  -1.314  2.484
C  -1.980  -1.668  2.483
H  -0.530  -2.406  0.955
H  -0.730  -0.463  0.999
H  0.915  -2.311  2.783
H  1.218  -0.569  2.076
H  -2.801  -1.978  1.804
H  0.195  -0.568  3.373
H  -2.203  -0.638  2.790
H  -1.670  -2.611  3.071

[5]
The following is a DFT calculation (ωB97M-V with the def2-TZVPD basis set) of a single C6H13O4 molecule.

The calculation puts the LUMO energy (spin up / spin down) at 0.87 / -1.07 eV. The multiplicity is 2. The energy relative to the best compared isomer or geometry (same formula, charge and spin) comes out at 72.4 kcal per mole. For the orbital gap (spin up / spin down), the calculation gives 10.940 / 9.003 eV.

Atoms and positions in Å:
C  0.472  -0.041  -3.016
C  -0.003  0.880  -1.897
C  -0.039  2.334  -2.351
O  0.882  0.701  -0.781
C  0.434  1.169  0.497
C  1.638  1.183  1.427
C  -0.681  0.288  1.065
O  -0.282  -1.040  1.170
O  -1.437  -1.872  1.559
O  -1.061  -3.060  2.008
H  -0.157  0.020  -3.904
H  1.488  0.229  -3.300
H  0.498  -1.075  -2.668
H  -1.008  0.564  -1.576
H  -0.636  2.458  -3.255
H  -0.447  2.991  -1.584
H  0.971  2.671  -2.577
H  0.058  2.196  0.363
H  1.389  1.537  2.429
H  2.031  0.169  1.511
H  2.427  1.813  1.012
H  -0.982  0.605  2.071
H  -1.571  0.287  0.431

[6]
The following is a DFT calculation (ωB97M-V with the def2-TZVPD basis set) of 2 unconnected molecules or ions with the total composition C6H13OP.

The calculation puts the LUMO energy (spin up / spin down) at -0.48 / -0.85 eV. The multiplicity is 1. The energy relative to the best compared isomer or geometry (same formula, charge and spin) comes out at 79.0 kcal per mole. For the orbital gap (spin up / spin down), the calculation gives 7.998 / 7.932 eV.

Atoms and positions in Å:
C  -0.817  1.300  1.767
C  -1.138  -1.064  -0.452
C  1.320  -0.816  -1.161
C  0.671  -1.897  1.067
C  -0.274  2.921  -1.011
C  0.330  -0.842  -0.025
O  -1.478  0.408  2.197
P  0.717  0.913  0.741
H  -0.831  2.442  2.024
H  -1.745  -0.845  0.411
H  -1.385  -0.659  -1.334
H  -1.212  -2.195  -0.435
H  1.174  0.044  -1.854
H  1.311  -1.681  -1.814
H  2.284  -0.734  -0.705
H  1.559  -1.607  1.740
H  -0.210  -2.081  1.688
H  0.941  -2.861  0.572
H  -0.726  3.427  -0.185
H  -1.000  2.408  -1.565
H  0.510  3.417  -1.667

[7]
The following is a DFT calculation (ωB97M-V with the def2-TZVPD basis set) of a gas-phase ion, C6H14 (charge -1).

The calculation puts the LUMO energy (spin up / spin down) at 4.22 / 4.29 eV. The multiplicity is 2. The energy relative to the best compared isomer or geometry (same formula, charge and spin) comes out at 2.1 kcal per mole. Its net charge is -1. For the orbital gap (spin up / spin down), the calculation gives 2.620 / 11.476 eV.

Atoms and positions in Å:
C  -0.286  -0.457  -2.448
C  -0.269  0.723  -1.506
C  0.644  0.531  -0.278
C  0.069  -0.321  0.849
C  1.149  -0.551  1.937
C  -1.230  0.223  1.439
H  -0.110  -1.378  -1.879
H  -1.262  -0.651  -2.897
H  0.546  -0.382  -3.147
H  -1.228  1.035  -1.131
H  0.094  1.659  -1.940
H  1.029  1.470  0.114
H  1.564  0.033  -0.625
H  -0.109  -1.314  0.427
H  1.154  -1.572  2.343
H  0.935  -0.004  2.858
H  2.116  -0.314  1.525
H  -1.997  0.157  0.657
H  -1.609  -0.429  2.227
H  -1.111  1.227  1.763

[8]
The following is a DFT calculation (ωB97M-V with the def2-TZVPD basis set) of 2 unconnected molecules or ions with the total composition C6H14.

The calculation puts the LUMO energy at 1.29 eV. The multiplicity is 1. The energy relative to the best compared isomer or geometry (same formula, charge and spin) comes out at 39.6 kcal per mole. For the orbital gap, the calculation gives 10.886 eV.

Atoms and positions in Å:
C  3.080  0.436  0.542
C  2.000  0.539  -0.229
C  0.627  0.914  0.253
C  -0.484  -0.026  -0.229
C  -1.870  0.469  0.186
C  -3.005  -0.422  -0.312
H  4.051  0.174  0.131
H  3.031  0.612  1.615
H  2.140  -2.096  -0.142
H  2.096  0.350  -1.301
H  1.886  -2.760  -0.362
H  0.397  1.929  -0.103
H  0.625  0.959  1.350
H  -0.315  -1.037  0.167
H  -0.440  -0.113  -1.325
H  -1.913  0.542  1.281
H  -2.012  1.490  -0.195
H  -3.006  -0.484  -1.407
H  -3.980  -0.035  0.002
H  -2.908  -1.442  0.079

Number 1: DFT total energy -10522.510 eV. Number 2: DFT total energy -10523.985 eV. Number 3: DFT total energy -10527.717 eV. Number 4: DFT total energy -10523.236 eV. Number 5: DFT total energy -14616.248 eV. Number 6: DFT total energy -17765.027 eV. Number 7: DFT total energy -6447.327 eV. Number 8: DFT total energy -6447.692 eV.